# 1
DFT (ωB97M-V/def2-TZVPD) results for a 2-piece molecular cluster, C7H11NO4 overall in a non-equilibrium geometry.

The geometry in XYZ format:
```
23
C7H11NO4 ωB97M-V/def2-TZVPD
O 0.0380 -1.8531 -5.8651
O 0.2897 0.8072 -3.6141
O 0.1685 0.0799 4.4837
O 0.4225 1.2472 1.0805
N 0.1365 -0.5501 -5.4329
C 0.2290 0.6986 5.7542
C -0.0223 -0.2669 -4.0895
C 0.3952 0.8674 3.4165
C -1.2286 -1.9869 -2.4558
C 0.1135 0.4875 2.1700
C 0.1791 0.7223 -0.2146
C -0.6446 -1.2940 -3.2562
H -0.7696 -1.9023 -6.4019
H 0.8803 1.8225 3.6245
H 1.1073 0.6787 -0.8017
H 1.1936 1.2603 5.8558
H 0.9057 -0.0606 -5.8920
H -1.7671 -2.6569 -1.7653
H -0.6062 1.3867 5.9076
H -0.5401 1.3668 -0.7683
H -0.4079 -0.4437 1.9700
H -0.2701 -0.2902 -0.1693
H 0.1976 -0.1205 6.4639
```

**Electronic energy**: -17111.73983 eV
**Structure (SMILES)**: C#CC(=O)NO.CO/C=C/OC
**Lowest unoccupied orbital energy**: 0.50 eV
**Spin multiplicity**: 1

Atom charges from the Mulliken analysis, given in e for atoms 1 to 5: atom 1 (O): -0.404, atom 2 (O): -0.526, atom 3 (O): -0.366, atom 4 (O): -0.327, atom 5 (N): -0.143


# 2
DFT (ωB97M-V/def2-TZVPD) results for one molecule with the formula C7H11NO4S2 in a non-equilibrium geometry.

The geometry in XYZ format:
```
25
C7H11NO4S2 ωB97M-V/def2-TZVPD
S 3.1680 1.3691 -0.0191
S 1.7285 -1.0383 1.3749
O -2.6360 -1.6694 0.3377
O 3.4355 0.8476 -1.3339
O -0.9330 -2.7970 -0.5197
O 1.5918 2.0254 -0.2178
N 0.4949 -0.3286 -1.1869
C -1.6821 0.7106 -0.6004
C -0.0461 -0.3329 1.2206
C 2.9146 -0.1296 0.9458
C 0.6548 -1.0864 -2.1184
C -0.1698 0.9875 1.9617
C -0.6154 -0.4347 -0.2120
C -1.4147 -1.7638 -0.2658
H -2.8128 -0.7654 0.5060
H -1.0311 1.5874 -0.8789
H 1.3282 1.6768 -1.1438
H 0.4396 0.9559 2.7899
H -2.2540 0.8403 0.2865
H -0.0055 -1.7903 -2.6046
H -2.1040 0.2140 -1.5053
H 1.5230 -0.9269 -2.5761
H -1.1568 1.0007 2.3611
H 0.0327 1.9549 1.4852
H -0.4503 -1.1069 1.9131
```

**Electronic energy**: -38782.38782 eV
**Structure (SMILES)**: C=N[C@@](C)(C(=O)O)[C@H](C)SC#S(=O)O
**Lowest unoccupied orbital energy**: -0.65 eV
**Spin multiplicity**: 1

Atom charges from the Mulliken analysis, given in e for atoms 1 to 5: atom 1 (S): 0.589, atom 2 (S): 0.039, atom 3 (O): -0.514, atom 4 (O): -0.526, atom 5 (O): -0.473


# 3
DFT (ωB97M-V/def2-TZVPD) results for one molecule with the formula C7H11NO7 in a non-equilibrium geometry.

The geometry in XYZ format:
```
26
C7H11NO7 ωB97M-V/def2-TZVPD
O -1.9963 0.1446 1.7594
O 1.4880 -1.4304 -1.0675
O -0.3050 1.6282 -1.7116
O 1.1407 1.3843 0.0937
O -0.7998 -2.2214 0.2224
O 1.2229 2.5958 2.4854
O 0.1307 0.9929 3.5273
N 0.7132 -0.7333 1.2367
C 0.5234 0.7738 1.1443
C 0.6816 1.5367 2.3902
C 0.4129 -0.6217 -1.1115
C -0.4845 -1.0014 -2.3772
C -1.1755 0.2356 0.6697
C 0.7411 0.9415 -1.2062
C -0.3141 -0.9356 0.2127
H -0.5498 -2.0480 -2.2860
H -0.1452 0.1366 3.3943
H -1.6788 0.9152 -0.0583
H -0.0434 2.5084 -1.6394
H 1.5596 -1.1517 0.8681
H -1.4343 -0.4540 -2.3848
H 0.2168 -0.8175 -3.1572
H 1.8818 -1.5690 -1.9215
H -2.6277 0.9246 1.7359
H -0.7739 -2.7374 1.0185
H 1.6157 1.0035 -1.8376
```

**Electronic energy**: -23257.49906 eV
**Structure (SMILES)**: C[C@@]1(O)[C@@H](O)O[C@]2(C(=O)O)N[C@@]1(O)[C@H]2O
**Lowest unoccupied orbital energy**: 0.37 eV
**Spin multiplicity**: 1

Atom charges from the Mulliken analysis, given in e for atoms 1 to 5: atom 1 (O): -0.546, atom 2 (O): -0.645, atom 3 (O): -0.512, atom 4 (O): -0.506, atom 5 (O): -0.558


# 4
DFT (ωB97M-V/def2-TZVPD) results for an isolated ion of composition C7H11O and charge -1 in a non-equilibrium geometry.

The geometry in XYZ format:
```
19
C7H11O ωB97M-V/def2-TZVPD
O 0.5323 -0.2799 -3.5176
C 1.0499 -0.4089 -0.1034
C -0.2321 -0.3550 -2.3779
C 0.5161 -1.2280 -1.2638
C 0.0948 1.4231 1.3065
C -1.1771 -0.6611 1.1423
C -0.0827 0.0191 0.8276
C -0.1606 1.8460 2.5445
H 0.1965 2.0851 0.4532
H -0.3346 1.0762 3.2855
H 1.3326 -1.6471 -1.8650
H 0.0000 -2.1537 -0.9606
H -0.0604 2.8932 2.7910
H -1.9428 -0.2641 1.7993
H -1.1620 -0.9075 -2.6105
H -0.4426 0.6809 -2.0809
H -1.4229 -1.6160 0.7004
H 1.7911 -0.9984 0.4443
H 1.5044 0.4961 -0.5147
```

**Electronic energy**: -9482.59118 eV
**Structure (SMILES)**: C=CC(=C)CCC[O-]
**Charge**: -1
**Lowest unoccupied orbital energy**: 3.49 eV
**Spin multiplicity**: 1

Atom charges from the Mulliken analysis, given in e for atoms 1 to 5: atom 1 (O): -0.935, atom 2 (C): -0.767, atom 3 (C): -0.355, atom 4 (C): -0.750, atom 5 (C): -0.208


# 5
DFT (ωB97M-V/def2-TZVPD) results for an isolated ion of composition C7H11O and charge -1 in a non-equilibrium geometry.

The geometry in XYZ format:
```
19
C7H11O ωB97M-V/def2-TZVPD
O -0.3405 -2.5079 2.7489
C 0.4138 -1.4411 2.4628
C -1.3139 0.3428 -2.1441
C 0.0423 -0.6647 1.1854
C 0.9073 0.6144 -0.8185
C 1.0768 0.3750 0.6415
C -1.1911 1.7027 -2.6138
C -0.3698 1.0584 -1.1605
H -0.9274 -0.3425 -2.8992
H 1.4902 -1.7662 2.4574
H -2.3071 0.0662 -1.8133
H 0.3517 -0.6356 3.2646
H 1.5249 0.1605 -1.5753
H 0.0305 -1.3525 0.3368
H 2.0825 0.0220 0.9384
H 0.8971 1.2346 1.3338
H -0.9605 1.3564 -0.3137
H -0.4349 2.0582 -3.3030
H -0.9716 -0.2806 1.2719
```

**Electronic energy**: -9478.67582 eV
**Charge**: -1
**Lowest unoccupied orbital energy**: 2.43 eV
**Spin multiplicity**: 1

Atom charges from the Mulliken analysis, given in e for atoms 1 to 5: atom 1 (O): -0.864, atom 2 (C): -0.560, atom 3 (C): -0.323, atom 4 (C): -0.385, atom 5 (C): -0.210


# 6
DFT (ωB97M-V/def2-TZVPD) results for one molecule with the formula C7H11O5PS in a non-equilibrium geometry.

The geometry in XYZ format:
```
25
C7H11O5PS ωB97M-V/def2-TZVPD
S 1.3615 0.3358 -0.4715
P -0.4293 1.5237 1.0713
O 0.8596 0.4482 1.0636
O 0.2352 0.2531 -1.3859
O 1.8916 -1.2609 -0.4972
O -2.6362 0.8524 -0.4188
O 0.0642 2.6015 0.1731
C -1.7088 0.4554 0.3242
C -2.0618 -0.7471 1.2244
C 4.6454 0.8823 -0.0629
C -2.3870 1.7968 -1.4500
C -1.8542 -1.9544 0.3384
C 3.9195 -0.0904 -0.1040
C 3.0773 -1.3405 0.3130
H -1.8277 1.2913 -2.2602
H -3.3583 2.1206 -1.7643
H -1.7071 2.6362 -1.1566
H 2.8805 -1.2654 1.2897
H -3.1128 -0.6083 1.5786
H -2.7520 -2.4565 0.0989
H -1.0653 -2.6528 0.7260
H -1.3060 -0.7344 2.0542
H 3.5672 -2.2705 0.0440
H -1.5075 -1.6308 -0.6351
H 5.2121 1.8148 -0.0931
```

**Electronic energy**: -37793.95645 eV
**Lowest unoccupied orbital energy (alpha / beta)**: -0.35 / -0.35 eV
**Spin multiplicity**: 1

Atom charges from the Mulliken analysis, given in e for atoms 1 to 5: atom 1 (S): 0.659, atom 2 (P): 0.021, atom 3 (O): -0.168, atom 4 (O): -0.557, atom 5 (O): -0.312


# 7
DFT (ωB97M-V/def2-TZVPD) results for a 2-piece molecular cluster, C7H12 overall.

The geometry in XYZ format:
```
19
C7H12 ωB97M-V/def2-TZVPD
C 0.8111 0.6763 -1.1851
C -2.1862 -1.6720 -0.1962
C 0.5748 1.3870 1.0350
C 1.5259 -0.9587 0.6478
C 1.4269 0.4924 0.1734
C -0.1918 1.5646 -1.1187
C -0.3387 2.0132 0.2741
H -2.7852 -1.7539 0.7149
H 2.1407 -1.5549 -0.0342
H -1.8232 -0.6452 -0.3014
H -1.3276 -2.3554 -0.1338
H 1.1665 0.1610 -2.0712
H -2.7838 -1.9559 -1.0639
H 1.9822 -1.0099 1.6406
H 0.5406 -1.4295 0.7009
H 2.4454 0.9146 0.1403
H 0.7051 1.5006 2.1061
H -1.0800 2.7251 0.6218
H -0.8028 1.9006 -1.9502
```

**Electronic energy**: -7452.59060 eV
**Structure (SMILES)**: CC1C=CC=C1.C
**Lowest unoccupied orbital energy**: 1.04 eV
**Spin multiplicity**: 1

Atom charges from the Mulliken analysis, given in e for atoms 1 to 5: atom 1 (C): -0.657, atom 2 (C): -0.746, atom 3 (C): -0.722, atom 4 (C): -1.150, atom 5 (C): 0.642


# 8
DFT (ωB97M-V/def2-TZVPD) results for a 2-piece molecular cluster, C7H12 overall.

The geometry in XYZ format:
```
19
C7H12 ωB97M-V/def2-TZVPD
C -0.5386 -0.2018 -1.4732
C -1.0812 0.5643 -0.2959
C 0.8863 -0.0711 -1.9673
C 0.7336 0.0866 1.3398
C -0.0599 1.1684 0.6613
C 0.1934 -1.2047 0.7910
C -0.9193 -0.9356 -0.2149
H 0.7096 1.7886 0.1664
H -2.0624 1.0227 -0.3838
H -0.5189 0.0683 3.4947
H -0.5123 1.8456 1.4059
H 0.9899 0.8050 -2.6169
H 0.1564 0.1278 3.1751
H 1.0808 -1.7039 0.3616
H 1.6166 0.0369 -1.1578
H -1.2542 -0.3240 -2.2839
H -1.7807 -1.5974 -0.2439
H 1.1766 -0.9528 -2.5490
H -0.1204 -1.8726 1.6115
```

**Electronic energy**: -7448.54459 eV
**Lowest unoccupied orbital energy**: 0.15 eV
**Spin multiplicity**: 1

Atom charges from the Mulliken analysis, given in e for atoms 1 to 5: atom 1 (C): 0.098, atom 2 (C): -0.204, atom 3 (C): -1.571, atom 4 (C): -0.720, atom 5 (C): -0.584


> What is the electronic energy in the fifth record?

-9478.67582 eV